This record from the Open Molecules 2025 dataset describes an isolated ion of composition C5H12NO2 and charge -1 at a distorted geometry. The level of theory is ωB97M-V with the def2-TZVPD basis set.

Its net charge is -1. As for the SMILES: [O-]CCNCCCO. The energy above the lowest of the compared OMol25 structures with the same formula, charge and spin is 3.631 eV. The value obtained for the total energy is -10963.35953 eV. The molar mass comes out at 118.16 g/mol. For the largest force on an atom, the calculation gives 2.23 eV/A.

Element x y z (Å)
O (-2.732, 0.531, -0.821)
C (-2.065, 0.907, -1.946)
C (-0.659, 1.399, -1.628)
N (0.290, 0.336, -1.262)
C (0.184, 0.027, 0.186)
C (1.087, -1.171, 0.572)
C (2.054, -0.843, 1.728)
O (1.622, -1.110, 3.056)
H (-2.691, 1.720, -2.474)
H (-2.019, 0.172, -2.771)
H (-0.187, 1.986, -2.455)
H (-0.708, 2.128, -0.819)
H (0.124, -0.494, -1.813)
H (-0.862, -0.258, 0.370)
H (0.587, 0.920, 0.662)
H (0.465, -2.049, 0.758)
H (1.741, -1.433, -0.266)
H (2.323, 0.213, 1.630)
H (2.928, -1.502, 1.582)
H (0.684, -1.264, 3.028)